[1]
ORCA calculation (ωB97M-V/def2-TZVPD) on a structure of composition C14H29F6N6O12RbS6 in a non-equilibrium geometry.

Atoms and positions in Å:
Rb: 17.375 -1.329 -6.437
C: 15.952 -7.475 -4.505
C: 16.983 -7.509 -5.697
N: 16.585 -6.751 -6.874
C: 16.045 -7.272 -8.019
C: 15.773 -6.238 -8.911
N: 16.064 -5.024 -8.273
C: 16.536 -5.359 -6.994
C: 15.919 -3.724 -8.831
H: 15.060 -7.781 -5.051
H: 15.840 -6.507 -4.017
H: 16.244 -8.186 -3.732
H: 17.096 -8.550 -5.997
H: 17.954 -7.131 -5.376
H: 15.935 -8.341 -8.127
H: 15.408 -6.235 -9.927
H: 16.848 -4.752 -6.157
H: 16.952 -3.596 -9.154
H: 15.718 -2.947 -8.094
H: 15.248 -3.596 -9.681
C: 15.968 2.772 -9.889
C: 14.839 2.266 -9.038
C: 14.976 2.638 -7.503
N: 13.781 2.052 -6.695
C: 13.917 0.523 -6.661
C: 12.454 2.439 -7.360
C: 11.445 2.448 -6.186
C: 12.211 2.656 -4.875
C: 13.718 2.599 -5.270
H: 15.783 2.516 -10.932
H: 16.863 2.196 -9.654
H: 16.104 3.848 -9.776
H: 14.980 1.186 -9.074
H: 13.903 2.580 -9.500
H: 14.946 3.720 -7.380
H: 15.908 2.455 -6.969
H: 13.427 0.088 -5.790
H: 14.993 0.363 -6.597
H: 13.553 -0.033 -7.525
H: 12.150 1.647 -8.045
H: 12.566 3.413 -7.837
H: 11.205 1.401 -5.999
H: 10.596 3.132 -6.176
H: 11.978 1.899 -4.126
H: 11.905 3.571 -4.369
H: 14.383 2.055 -4.600
H: 14.249 3.551 -5.279
N: 19.249 -3.402 -6.614
S: 19.893 -3.936 -7.848
O: 19.191 -4.991 -8.593
O: 21.319 -3.983 -7.725
F: 19.644 -2.593 -8.688
S: 20.000 -4.364 -5.542
O: 21.112 -3.947 -4.770
O: 19.865 -5.779 -5.601
F: 18.936 -4.035 -4.409
N: 18.655 1.181 -6.023
S: 19.378 2.108 -6.977
O: 20.802 1.996 -7.225
O: 18.788 3.449 -7.383
F: 19.086 1.100 -8.175
S: 18.647 2.276 -4.775
O: 17.496 3.140 -4.572
O: 19.928 2.704 -4.199
F: 18.396 1.088 -3.654
N: 14.675 -2.209 -5.661
S: 13.360 -3.085 -5.849
O: 12.121 -2.630 -5.155
O: 13.576 -4.501 -6.013
F: 13.090 -2.565 -7.382
S: 14.854 -2.546 -4.016
O: 15.053 -3.939 -3.612
O: 13.901 -1.803 -3.223
F: 16.322 -1.759 -3.853

Atomic forces in eV per Å
0.55 0.64 0.16
0.32 0.21 -1.64
0.57 -0.38 2.18
-1.79 1.22 -2.35
1.48 -0.39 2.40
0.24 3.62 0.60
-0.99 -4.59 1.78
-0.28 -1.55 -1.54
1.71 1.67 -0.50
-0.62 -0.02 0.91
-0.05 0.12 -0.34
0.03 -0.15 -0.35
0.07 0.17 -0.26
0.16 0.09 -0.25
-0.05 0.02 -0.18
-0.05 -0.19 0.04
-0.01 0.58 -0.12
0.09 0.87 -0.61
-0.40 -0.53 0.22
-0.13 -0.69 0.28
0.61 -0.03 -0.16
0.78 -0.64 1.55
-1.21 0.77 -0.82
0.11 -0.62 -0.84
0.51 0.43 0.40
-0.68 0.22 1.37
0.80 -1.09 1.02
1.27 0.59 0.36
0.20 0.62 0.25
-0.24 0.30 -0.06
0.35 0.57 0.24
0.32 -0.10 -0.14
-0.76 -0.29 -0.17
-0.17 -0.16 0.55
-0.61 0.17 -0.11
0.13 -0.96 -0.30
0.03 0.38 0.09
-0.16 -0.13 0.27
-0.16 0.69 -0.24
0.38 0.40 -0.28
0.08 -0.18 -0.02
-1.18 0.05 -0.91
0.01 -0.41 -0.80
0.06 -0.27 -0.28
0.58 0.31 -0.24
-0.31 -0.69 -0.20
-0.55 0.38 -0.32
-1.18 -1.00 3.52
2.77 0.21 -7.07
0.08 1.37 1.17
-0.79 -0.94 -0.32
-0.45 -0.59 -0.57
0.24 0.18 7.43
1.25 1.07 -2.01
-0.85 -0.94 -2.29
-1.99 0.25 0.08
-1.36 1.81 3.98
4.48 3.61 -9.54
-0.70 1.04 2.66
0.68 -4.03 2.18
-2.20 -0.76 -1.87
0.24 -0.76 7.84
1.02 -1.31 -1.54
-1.94 -0.07 -2.88
-0.82 0.26 -0.99
0.25 -1.54 2.55
-5.52 0.66 -1.79
3.71 -1.33 -1.71
0.37 0.49 -0.10
0.42 -0.34 0.58
0.74 0.99 3.20
0.48 2.29 -1.58
1.76 -0.50 -1.16
-1.74 -1.17 -0.41

Computed properties:
2S+1: 2
Net charge: +1
LUMO level (alpha / beta) in eV: -5.7 / -9.9
Expectation value of S²: 0.763
ΔE to the lowest compared entry with this formula, charge and spin in kJ/mol: 16.5
Kohn-Sham gap (alpha / beta) in eV: 6.144 / 1.990

Results of the Löwdin charge analysis, in e, for atoms 1 through 2: number 1, Rb, carries 0.92; number 2, C, carries 0.00


[2]
ORCA calculation (ωB97M-V/def2-TZVPD) on a cluster of 2 separate species, C14H29I2NO5PS in total.

Atoms and positions in Å:
C: 5.190 -0.060 -1.095
C: 4.115 -0.264 -2.151
O: 3.847 -1.628 -2.378
C: 2.806 0.513 -1.816
O: 1.754 -0.377 -1.457
C: 0.933 -0.125 -0.345
C: -0.183 -1.225 -0.366
I: -0.692 -1.753 -2.390
C: -0.049 -2.553 0.400
C: -0.270 -2.487 1.916
I: 1.686 -3.727 -0.040
C: 1.854 -0.225 0.903
N: 1.233 0.267 2.187
C: 0.700 1.669 2.078
C: -0.328 1.681 0.969
C: 0.342 1.313 -0.366
P: -0.741 1.839 -1.765
S: -1.181 3.727 -1.747
H: 5.410 1.002 -0.957
H: 4.870 -0.470 -0.129
H: 6.114 -0.559 -1.389
H: 4.474 0.136 -3.105
H: 4.158 -2.154 -1.637
H: 3.003 1.236 -1.015
H: 2.478 1.094 -2.684
H: -1.116 -0.786 0.000
H: -0.834 -3.192 -0.001
H: -0.705 -3.422 2.272
H: 0.651 -2.348 2.490
H: -1.004 -1.704 2.161
H: 2.187 -1.251 1.060
H: 2.736 0.399 0.756
H: 1.928 0.207 2.932
H: 0.474 -0.365 2.452
H: 1.558 2.301 1.841
H: 0.303 1.952 3.054
H: -1.131 0.978 1.206
H: -0.773 2.675 0.891
H: 1.196 2.000 -0.465
H: -0.060 1.352 -2.886
H: -1.839 0.981 -1.662
C: -4.774 -2.033 -0.100
O: -3.934 -0.876 0.082
C: -4.609 0.275 0.189
O: -5.797 0.403 0.194
O: -3.710 1.259 0.307
C: -4.262 2.577 0.480
H: -4.092 -2.875 -0.179
H: -5.442 -2.151 0.750
H: -5.360 -1.931 -1.010
H: -4.839 2.619 1.401
H: -4.881 2.861 -0.367
H: -3.395 3.227 0.531

Atomic forces in eV per Å
-0.04 0.04 0.03
-0.04 0.03 -0.02
0.05 0.01 -0.22
-0.04 0.21 0.03
0.20 -0.22 0.23
-0.06 0.13 0.05
0.00 0.05 -0.05
-0.05 0.04 -0.05
-0.18 -0.03 0.13
-0.06 0.13 0.02
0.11 -0.06 -0.06
0.04 -0.07 0.05
-0.02 -0.01 -0.09
0.09 -0.01 -0.02
0.13 -0.06 -0.14
0.10 0.10 0.27
-0.22 0.17 -0.01
0.18 -0.16 0.12
-0.01 -0.08 -0.02
0.01 0.00 -0.06
-0.06 0.01 0.02
0.02 0.01 0.10
-0.06 0.01 0.10
0.10 -0.04 -0.11
-0.01 -0.10 0.02
0.02 0.01 -0.01
0.02 0.11 0.03
0.11 0.02 -0.03
-0.05 0.01 -0.04
0.05 -0.08 -0.03
-0.05 0.05 -0.01
-0.08 -0.01 -0.05
0.03 0.00 -0.01
-0.03 0.01 -0.01
-0.10 0.03 0.06
-0.03 -0.05 -0.07
-0.16 0.09 0.01
0.02 -0.03 0.02
-0.13 -0.07 -0.10
0.03 -0.05 -0.04
-0.04 -0.13 -0.04
0.04 0.06 0.00
0.03 -0.10 -0.04
0.22 0.09 0.10
-0.16 -0.02 -0.04
0.13 -0.04 -0.04
0.11 0.00 0.06
-0.02 -0.01 0.00
0.01 -0.01 0.00
0.00 0.00 -0.01
-0.05 0.01 -0.03
-0.04 -0.10 -0.02
-0.03 0.10 0.01

Computed properties:
Net charge: +1
LUMO level in eV: -3.2
Kohn-Sham gap in eV: 8.345

Results of the Löwdin charge analysis, in e, for atoms 1 through 2: number 1, C, carries -0.04; number 2, C, carries -0.39


[3]
ORCA calculation (ωB97M-V/def2-TZVPD) on a cluster of 2 separate species, C14H29N4O9P in total in a non-equilibrium geometry.

Atoms and positions in Å:
O: 1.132 2.184 -1.320
O: -2.409 2.198 7.652
O: -3.254 -0.944 1.139
O: 0.205 -0.844 -5.137
O: -1.302 0.069 -1.573
O: -0.510 1.773 6.497
O: 4.002 0.090 -3.115
O: 0.821 -0.222 -0.363
O: -1.163 0.901 0.754
C: 1.592 2.092 -2.449
C: -1.618 1.397 7.176
C: -2.221 -1.534 1.396
C: 1.071 -0.037 -5.446
N: 1.270 0.339 -6.717
N: -1.887 -1.835 2.698
N: -2.612 -0.443 8.637
N: 1.263 1.058 -3.222
C: 2.572 3.136 -2.945
C: 0.471 -0.143 -7.842
C: -2.731 -1.546 3.855
C: -1.875 -0.121 7.389
C: -1.894 -0.856 4.935
C: -2.702 -0.714 6.235
C: 3.803 -1.150 -5.098
C: -1.277 -1.819 0.286
C: 2.009 0.553 -4.390
C: 3.033 -0.509 -3.944
P: -0.751 -0.249 -0.247
H: -0.548 2.742 6.476
H: 3.626 0.149 -2.232
H: 0.932 0.726 -0.616
H: -2.135 0.848 0.698
H: 2.012 0.992 -6.912
H: -1.006 -2.314 2.852
H: -3.515 0.037 8.640
H: -2.073 -0.167 9.458
H: 0.465 0.505 -2.916
H: 3.555 2.690 -3.084
H: 2.209 3.548 -3.885
H: 2.638 3.934 -2.206
H: 0.765 0.361 -8.763
H: 0.610 -1.219 -7.959
H: -0.588 0.049 -7.651
H: -3.574 -0.898 3.588
H: -3.150 -2.482 4.239
H: -0.899 -0.619 7.424
H: -0.994 -1.447 5.132
H: -1.581 0.128 4.573
H: -3.584 -0.089 6.058
H: -3.056 -1.707 6.534
H: 3.133 -1.753 -5.711
H: 4.272 -0.379 -5.710
H: 4.578 -1.803 -4.695
H: -0.421 -2.406 0.606
H: -1.791 -2.321 -0.532
H: 2.561 1.365 -4.859
H: 2.522 -1.294 -3.384

Atomic forces in eV per Å
-0.34 0.32 0.90
1.15 -0.50 -0.84
-0.58 0.19 -0.09
0.32 0.28 0.03
-0.59 -0.28 -0.60
-0.61 -0.48 0.31
0.14 0.31 0.45
-0.11 -0.62 1.60
-0.05 -0.43 0.99
0.86 0.51 0.07
-1.52 0.30 1.16
-0.93 -0.19 1.85
-0.91 -0.73 0.75
0.50 0.70 -0.86
0.16 -0.17 -1.25
0.68 0.46 -0.55
0.04 -0.93 -1.61
-0.28 -0.12 0.00
-0.07 -0.20 0.47
0.38 0.17 0.13
-0.23 -0.25 0.32
-0.54 0.07 0.16
0.60 0.08 -0.52
-0.44 0.08 0.17
0.57 -1.57 1.26
-0.19 0.18 0.08
0.31 -0.45 -0.47
0.59 1.74 -3.66
0.08 0.04 -0.06
0.09 0.08 0.13
0.80 0.75 -0.44
-0.13 0.54 0.34
-0.12 -0.05 0.03
-0.36 0.15 0.07
0.48 -0.01 0.11
-0.37 0.09 -0.27
-0.09 -0.17 0.14
0.04 0.01 -0.13
0.16 0.06 -0.16
-0.08 -0.16 -0.03
0.09 0.01 0.23
-0.07 0.05 -0.05
0.09 -0.06 -0.03
0.32 -0.24 -0.36
0.02 0.06 0.01
-0.12 -0.03 0.03
0.02 0.05 0.02
0.08 -0.15 -0.03
0.01 -0.02 0.06
0.09 0.21 0.17
0.03 0.04 -0.11
0.07 -0.02 -0.07
-0.05 0.11 0.00
0.14 -0.18 -0.01
0.02 0.20 0.03
0.15 0.19 0.20
-0.30 -0.02 -0.05

Computed properties:
Net charge: 0
LUMO level in eV: 0.6
ΔE to the lowest compared entry with this formula, charge and spin in kJ/mol: 0.0
SMILES string: N[C@@H](CCCNC(=O)CP(=O)(O)O)C(=O)O.CNC(=O)[C@@H](NC(C)=O)[C@@H](C)O
Kohn-Sham gap in eV: 10.195

Results of the Löwdin charge analysis, in e, for atoms 1 through 2: number 1, O, carries 0.03; number 2, O, carries 0.08